Formula: C10H23N2O4PtTe
Source: the OMol25 dataset
Level of theory: ωB97M-V/def2-TZVPD

Summary:
- LUMO level (alpha / beta) (Eh) = -0.1031 / -0.1853
- energy relative to the best compared isomer or geometry (same formula, charge and spin) (kcal/mol) = 5.2
- E_HOMO (alpha / beta) (Ha) = -0.40317 / -0.41247
- calculated total energy (hartree) = -1192.19720

```
! wB97M-V def2-TZVPD RIJCOSX def2/J DEFGRID3
* xyz 1 3
Pt 0.4461 0.2738 -0.4203
C 3.2389 -1.5187 2.4334
C 2.5178 -0.5993 1.5032
N 2.2098 -0.9441 0.2993
O 2.4693 -2.2681 0.0059
C 2.1485 0.7466 1.9095
C 2.7393 1.4109 3.1154
N 1.2344 1.3464 1.1931
O 0.7793 2.4861 1.3842
H 2.8758 -2.5350 2.2976
H 3.1006 -1.2139 3.4665
H 4.3077 -1.5184 2.2108
H 2.4891 -2.3058 -0.9544
H 3.8100 1.2203 3.1782
H 2.2679 1.0355 4.0265
H 2.5642 2.4818 3.0593
C -2.2230 2.2725 0.2318
O -1.9429 1.0556 -0.4623
C -2.8037 -0.0002 -0.0424
C -2.4382 -1.2773 -0.7538
O -1.1926 -1.7371 -0.2541
C -0.8175 -2.9923 -0.8072
H -3.2410 2.6023 0.0094
H -1.5069 3.0181 -0.1013
H -2.1148 2.1404 1.3107
H -3.8411 0.2593 -0.2736
H -2.7078 -0.1493 1.0388
H -2.3728 -1.1025 -1.8353
H -3.2163 -2.0234 -0.5648
H -1.6056 -3.7305 -0.6408
H 0.0896 -3.3108 -0.3026
H -0.6310 -2.9079 -1.8839
C 2.5834 1.0257 -3.3010
Te 0.4751 0.9585 -2.9298
C 0.2725 3.0841 -2.8901
H 2.9882 1.8893 -2.7813
H 2.7601 1.1094 -4.3702
H 3.0383 0.1154 -2.9212
H 0.3971 3.4481 -3.9070
H 1.0325 3.4972 -2.2337
H -0.7213 3.3318 -2.5273
*
```

Formula: C19H32N2O5
Source: the OMol25 dataset
Level of theory: ωB97M-V/def2-TZVPD

Summary:
- LUMO level (Eh) = 0.0273
- energy relative to the best compared isomer or geometry (same formula, charge and spin) (kcal/mol) = 84.4
- SMILES = CCO[C@H]1CC[C@@H]1C(=O)N[C@@H]1C[C@H](C(=O)NC2(CCOC)CC2)C[C@H]1O
- E_HOMO (Ha) = -0.34284
- calculated total energy (hartree) = -1228.87998

```
! wB97M-V def2-TZVPD RIJCOSX def2/J DEFGRID3
* xyz 0 1
C 0.6068 -2.2901 -0.1308
C 0.7614 -2.5438 -1.6177
O -0.4495 -2.9296 -2.2542
C -1.3555 -1.9063 -2.5521
C -2.2513 -2.1900 -3.7626
C -3.4270 -1.5527 -2.9936
C -2.6462 -1.7548 -1.6806
C -2.6546 -0.6114 -0.6998
O -2.7591 0.5521 -1.0664
N -2.4644 -0.9488 0.5954
C -2.2280 0.0063 1.6599
C -1.2551 1.1397 1.3074
C -0.4074 1.3847 2.5956
C 1.0439 1.0397 2.2927
O 1.5667 -0.0050 2.6355
N 1.7060 1.9927 1.5738
C 2.9873 1.7220 0.9770
C 2.9870 0.7765 -0.2050
C 2.2858 1.3228 -1.4351
O 0.8876 1.1684 -1.2856
C 0.1654 1.7254 -2.3656
C 3.9530 2.8724 0.9819
C 4.1500 1.7084 1.9168
C -0.9994 0.4607 3.6628
C -1.5720 -0.6907 2.8514
O -2.4303 -1.5806 3.5393
H 1.5823 -2.1973 0.3493
H 0.0584 -1.3678 0.0583
H 0.0785 -3.1221 0.3394
H 1.1698 -1.6540 -2.1137
H 1.4489 -3.3719 -1.7923
H -0.8457 -0.9393 -2.6332
H -1.9594 -1.7642 -4.7212
H -2.3754 -3.2683 -3.8671
H -3.5293 -0.4884 -3.1988
H -4.3994 -2.0343 -3.0680
H -2.8690 -2.7141 -1.2098
H -2.4274 -1.9251 0.8404
H -3.1837 0.4319 1.9945
H -0.6159 0.8442 0.4757
H -1.7861 2.0317 0.9843
H -0.4548 2.4312 2.9003
H 1.1418 2.7085 1.1433
H 4.0258 0.5609 -0.4671
H 2.5251 -0.1688 0.0854
H 2.5334 2.3844 -1.5822
H 2.6161 0.7832 -2.3338
H -0.8932 1.5695 -2.1665
H 0.3684 2.7988 -2.4611
H 0.4380 1.2389 -3.3108
H 4.6167 2.9674 0.1328
H 3.6181 3.8082 1.4079
H 3.9315 1.8576 2.9637
H 4.9492 1.0107 1.7093
H -0.2614 0.1254 4.3881
H -1.8105 0.9710 4.1931
H -0.7440 -1.3044 2.4870
H -3.1480 -1.0713 3.9326
*
```

Formula: C19H23BrNPt
Source: the OMol25 dataset
Level of theory: ωB97M-V/def2-TZVPD

Summary:
- LUMO level (alpha / beta) (Eh) = -0.1116 / -0.1896
- E_HOMO (alpha / beta) (Ha) = -0.34504 / -0.43408
- calculated total energy (hartree) = -3485.39565

```
! wB97M-V def2-TZVPD RIJCOSX def2/J DEFGRID3
* xyz 1 5
C -0.0267 0.1172 -1.8954
C 0.4293 1.5715 -2.0052
C 0.6534 -0.7231 -2.9840
C -1.5432 0.0855 -2.1229
H 0.0669 -0.6236 -3.8993
H 0.6842 -1.7910 -2.7130
H 1.6617 -0.3658 -3.1927
H 0.3253 1.8764 -3.0473
H 1.4754 1.7025 -1.7147
H -0.2019 2.2191 -1.3912
H -1.7758 0.8046 -2.9108
H -2.0890 0.3931 -1.2242
H -1.8778 -0.9006 -2.4450
C 2.6082 -1.2718 1.5045
C 2.8694 -1.4568 0.0749
C 2.7660 -0.1566 -0.5709
H 3.2547 -2.3624 -0.4056
C 2.4376 0.8222 0.4554
C 2.3602 0.1278 1.7435
H 2.2756 0.6213 2.7206
H 2.7652 -2.0315 2.2744
H 3.0715 0.0858 -1.5898
H 2.4627 1.9099 0.3018
C -1.1617 -1.9879 1.6756
C 0.0270 -2.7951 1.6356
C 0.2798 -3.1832 0.2480
H 0.5635 -3.1722 2.5088
C -0.7687 -2.6044 -0.5818
C -1.6527 -1.8439 0.2992
H -2.6255 -1.4400 -0.0078
H -1.6920 -1.6425 2.5710
H 1.0032 -3.9280 -0.0962
H -0.9880 -2.8476 -1.6246
Pt 0.4723 -0.6939 0.1075
Br -4.6578 1.7928 2.1205
C -2.8373 2.0291 1.7835
C -2.2137 3.2654 2.0282
C -0.8289 3.3688 1.7905
C -0.1040 2.2892 1.3518
N -0.7139 1.0725 1.1273
C -2.0742 0.9500 1.3356
H -2.8088 4.1118 2.4049
H -0.2896 4.2670 1.9694
H 0.9619 2.3497 1.2005
H -2.5439 -0.0114 1.1892
*
```

Formula: C2H15NO5
Source: the OMol25 dataset
Level of theory: ωB97M-V/def2-TZVPD

Summary:
- LUMO level (Eh) = -0.1876
- energy relative to the best compared isomer or geometry (same formula, charge and spin) (kcal/mol) = 192.7
- E_HOMO (Ha) = -0.35688
- calculated total energy (hartree) = -515.85297

```
! wB97M-V def2-TZVPD RIJCOSX def2/J DEFGRID3
* xyz 0 1
C -0.2864 -1.0105 1.5373
N 0.5779 0.1137 1.9692
C 1.4940 0.4293 0.9187
O 0.2794 1.4078 -1.9828
H 0.2943 -1.9292 1.5638
H -0.7173 -0.8838 0.5434
H -1.0434 -1.0353 2.3182
H 0.9313 0.4806 -0.0828
H 1.9738 1.3988 1.0685
H 2.2452 -0.3720 0.8360
H -0.6162 1.3485 -1.5294
H -2.6132 0.2997 -0.7040
H -0.1531 0.9910 1.8572
O -1.7774 0.7920 -0.6800
H -1.6763 1.1277 0.3349
H -1.4557 2.5386 1.5908
O -1.2948 1.5891 1.5330
H 2.3955 -0.5244 -2.0245
H 0.7417 0.5655 -1.9415
O 1.6294 -0.7963 -1.5057
H 0.5423 -1.8902 -1.0933
H -0.1415 -3.2885 -1.6005
O -0.2114 -2.5290 -1.0292
*
```

Formula: C34H25Cl3N3OPRhSi
Source: the OMol25 dataset
Level of theory: ωB97M-V/def2-TZVPD

Summary:
- LUMO level (alpha / beta) (Eh) = -0.1115 / -0.1539
- energy relative to the best compared isomer or geometry (same formula, charge and spin) (kcal/mol) = 25.1
- E_HOMO (alpha / beta) (Ha) = -0.34769 / -0.40972
- calculated total energy (hartree) = -3672.03405

```
! wB97M-V def2-TZVPD RIJCOSX def2/J DEFGRID3
* xyz 1 5
Rh -1.0679 0.3519 0.7445
C -2.2171 -3.5754 2.4299
C -2.5772 -4.2016 1.2503
C -2.2145 -3.6357 0.0373
C -1.5000 -2.4491 0.0344
N -1.1718 -1.8397 1.1825
C -1.5203 -2.3840 2.3474
C -1.0425 -1.7824 -1.2361
C -1.2577 -2.3712 -2.4680
C -0.8203 -1.7122 -3.6040
C -0.1132 -0.5365 -3.4748
C 0.1369 -0.0234 -2.2051
N -0.3960 -0.6047 -1.1202
C 1.1017 1.1120 -2.0871
C 2.1041 1.2217 -2.9698
C 3.0403 2.3369 -2.9092
C 3.1519 3.0380 -1.7861
C 2.3261 2.6658 -0.5885
N 1.0556 2.0701 -1.0415
H -2.4837 -3.9836 3.3943
H -3.1447 -5.1223 1.2679
H -2.5027 -4.1148 -0.8851
H -1.2381 -1.8301 3.2347
H -1.7766 -3.3122 -2.5526
H -1.0214 -2.1226 -4.5848
H 0.2346 -0.0044 -4.3467
H 2.2271 0.4692 -3.7347
H 3.6433 2.5665 -3.7777
H 3.8470 3.8636 -1.6927
H 2.0505 3.5858 -0.0858
O -1.2016 2.2345 -1.1761
C -0.1591 2.5919 -0.6518
C -0.1219 3.5904 0.4711
C -0.5430 4.8855 0.2363
C -0.4895 5.8185 1.2676
C -0.0262 5.4467 2.5188
C 0.3766 4.1359 2.7584
C 0.3403 3.2008 1.7350
P 0.6123 1.4210 2.0005
C 2.1798 0.8916 1.2603
C 3.1002 1.7897 0.4768
C 4.2684 1.0403 -0.0944
C 4.4668 -0.2870 0.0767
C 3.5446 -1.0714 0.8064
C 2.4153 -0.4473 1.3719
C 0.7461 1.2040 3.7832
C 1.9757 1.2136 4.4382
C 2.0223 1.0887 5.8185
C 0.8457 0.9558 6.5447
C -0.3817 0.9415 5.8950
C -0.4332 1.0614 4.5138
H -0.9157 5.1607 -0.7423
H -0.8205 6.8334 1.0917
H 0.0073 6.1717 3.3210
H 0.6967 3.8423 3.7505
H 3.5192 2.5436 1.1655
H 4.9966 1.6162 -0.6496
H 5.3432 -0.7544 -0.3542
H 3.6982 -2.1336 0.9307
H 1.7048 -1.0653 1.9145
H 2.8948 1.3047 3.8717
H 2.9768 1.0932 6.3282
H 0.8865 0.8594 7.6217
H -1.2971 0.8341 6.4619
H -1.3937 1.0506 4.0068
Cl -4.4919 -0.0849 -0.5436
Si -3.4019 0.9098 0.9047
Cl -3.9438 2.8889 0.8604
Cl -4.0718 0.1775 2.7316
*
```